Here is C21H15I2N3O3PdS as an isolated structure from OMol25. Energies are from ωB97M-V/def2-TZVPD.

Its molar mass is 749.66 g/mol. For the orbital gap (spin up / spin down), the calculation gives 6.54 / 4.48 eV. The energy above the lowest of the compared OMol25 structures with the same formula, charge and spin is 0.0 kJ/mol. The expectation value of S² is 2.046. As for the largest force on an atom: 0.002 Eh/bohr. The net charge is 0. As for the spin multiplicity: 3.

Last column: natural (NBO) charge in e.
Cartesian coordinates (Å):
Pd (0.665324, 1.274371, -0.077186)  0.662
C (-2.111157, -6.008480, -0.103029)  -0.628
C (-1.043589, -4.957319, -0.241755)  -0.008
C (-1.320301, -3.728023, -0.836213)  -0.228
C (-0.334173, -2.766909, -0.978382)  -0.120
C (0.949401, -3.029850, -0.521316)  -0.376
C (1.246631, -4.245950, 0.072297)  -0.173
C (0.249948, -5.201128, 0.208674)  -0.221
S (2.195035, -1.774678, -0.692688)  2.348
O (2.130983, -1.297737, -2.045497)  -0.947
O (3.424477, -2.346727, -0.199805)  -0.970
N (1.675839, -0.577596, 0.238586)  -0.989
C (1.711618, -0.582000, 1.603997)  0.402
C (2.243946, -1.553307, 2.469839)  -0.301
C (2.145268, -1.344200, 3.826302)  -0.139
C (1.538852, -0.191957, 4.325003)  -0.321
C (1.050646, 0.715673, 3.409114)  0.059
N (1.126570, 0.534638, 2.092619)  -0.533
H (-3.095407, -5.605807, -0.339207)  0.213
H (-2.140531, -6.406861, 0.911937)  0.218
H (-1.920919, -6.845679, -0.777504)  0.221
H (-2.322936, -3.523704, -1.193343)  0.206
H (-0.548775, -1.814121, -1.446211)  0.225
H (2.256036, -4.435372, 0.411718)  0.238
H (0.482261, -6.153304, 0.671984)  0.209
H (2.736738, -2.421748, 2.062295)  0.246
H (2.549533, -2.081463, 4.509056)  0.214
H (1.453235, -0.006135, 5.385674)  0.218
H (0.570941, 1.631003, 3.739644)  0.180
I (-0.474942, 2.203117, -5.433277)  0.286
C (-0.817793, 3.365729, -3.776406)  -0.199
C (-1.416471, 4.610962, -3.883079)  -0.294
C (-1.647078, 5.392381, -2.766116)  -0.106
I (-2.552134, 7.237150, -3.051543)  0.227
C (-1.278466, 4.948368, -1.448024)  -0.067
C (-1.486880, 5.685235, -0.272019)  -0.139
C (-1.093008, 5.158786, 0.933250)  -0.238
C (-0.492609, 3.900913, 0.960404)  0.083
N (-0.287158, 3.187345, -0.135475)  -0.425
C (-0.668402, 3.691869, -1.318934)  0.081
C (-0.407611, 2.837849, -2.493984)  0.452
O (0.124733, 1.735374, -2.366965)  -0.503
H (-1.708731, 4.978560, -4.856737)  0.247
H (-1.954104, 6.659127, -0.319262)  0.234
H (-1.240847, 5.703387, 1.854610)  0.236
H (-0.163996, 3.448221, 1.886952)  0.220

Cartesian forces (eV/Å) of the 2 atoms listed first:
Pd 0.0 -0.1 0.0
C 0.0 0.0 0.0

=====

Here is C24H23AsHgN as an isolated structure from OMol25. Energies are from ωB97M-V/def2-TZVPD.

Its molar mass is 600.97 g/mol. For the orbital gap (spin up / spin down), the calculation gives 7.18 / 7.20 eV. The energy above the lowest of the compared OMol25 structures with the same formula, charge and spin is 14.4 kJ/mol. The expectation value of S² is 0.773. As for the largest force on an atom: 0.014 Eh/bohr. The net charge is 0. As for the spin multiplicity: 2.

Last column: natural (NBO) charge in e.
Cartesian coordinates (Å):
Hg (-0.231448, -2.453141, 0.774749)  0.294
C (-3.902399, -5.375330, 0.157547)  -0.193
C (-5.062052, -4.622322, 0.259203)  -0.226
C (-4.997399, -3.241357, 0.342921)  -0.208
C (-3.769701, -2.568249, 0.303315)  -0.097
C (-2.631881, -3.360313, 0.241840)  -0.037
C (-2.668158, -4.732582, 0.175092)  -0.316
C (-3.687035, -1.083736, 0.280240)  0.203
C (-4.848501, -0.276312, 0.137648)  -0.257
C (-4.732348, 1.080198, 0.107691)  -0.121
C (-3.456794, 1.677037, 0.200841)  -0.117
C (-3.243560, 3.071788, 0.167913)  -0.182
C (-1.976186, 3.579015, 0.235004)  -0.214
C (-0.870765, 2.711418, 0.353757)  -0.192
C (-1.052715, 1.358768, 0.411422)  -0.219
C (-2.350133, 0.801084, 0.326130)  0.228
N (-2.492561, -0.543770, 0.366657)  -0.466
H (-3.950687, -6.453927, 0.078512)  0.215
H (-6.026337, -5.113336, 0.280965)  0.215
H (-5.917389, -2.683892, 0.453023)  0.207
H (-1.758461, -5.317967, 0.119193)  0.222
H (-5.824132, -0.729229, 0.049701)  0.217
H (-5.610321, 1.708290, 0.013113)  0.214
H (-4.101660, 3.727903, 0.080774)  0.212
H (-1.812836, 4.648093, 0.199872)  0.216
H (0.127224, 3.129374, 0.396747)  0.218
H (-0.220241, 0.675002, 0.526305)  0.210
C (5.111982, -1.169789, -0.136983)  -0.960
As (3.193593, -1.521872, 0.121602)  0.868
C (3.041833, -0.630033, 1.868067)  -0.966
C (2.482507, -0.099080, -1.083384)  -0.729
C (3.195857, 1.211709, -1.037828)  -0.035
C (4.111051, 1.555628, -2.031725)  -0.214
C (4.782489, 2.768226, -1.995780)  -0.203
C (4.559243, 3.659755, -0.956865)  -0.246
C (3.648677, 3.331361, 0.037054)  -0.152
C (2.972543, 2.121410, -0.004780)  -0.246
H (5.324349, -0.105025, -0.037285)  0.223
H (5.428452, -1.503113, -1.125053)  0.224
H (5.686374, -1.717917, 0.609333)  0.228
H (3.723404, 0.216871, 1.944497)  0.222
H (3.278465, -1.350684, 2.650537)  0.232
H (2.016644, -0.295641, 2.031194)  0.223
H (1.424778, 0.024477, -0.841448)  0.232
H (2.534102, -0.521773, -2.088086)  0.231
H (4.284750, 0.870573, -2.853624)  0.208
H (5.476868, 3.018787, -2.787921)  0.213
H (5.085231, 4.605104, -0.931121)  0.213
H (3.460572, 4.028051, 0.844628)  0.204
H (2.244715, 1.890470, 0.764796)  0.207

Cartesian forces (eV/Å) of the 2 atoms listed first:
Hg -0.7 -0.2 -0.2
C 0.0 0.1 0.0